Record 1
{
  "formula": "C23H25N3O3S",
  "method": "ωB97M-V/def2-TZVPD",
  "gap_ev": 8.18,
  "total_energy_ha": -1678.89161,
  "largest_force_ha_per_bohr": 0.3636,
  "homo_ev": -7.89,
  "symbols": ["C", "H", "O", "C", "C", "C", "C", "C", "C", "C", "N", "C", "O", "C", "C", "H", "H", "C", "N", "C", "O", "C", "C", "C", "C", "S", "H", "H", "N", "C", "C", "C", "C", "H", "H", "H", "H", "C", "C", "H", "H", "H", "H", "H", "H", "H", "H", "H", "H", "H", "H", "H", "H", "H", "H"],
  "coordinates": [[-6.80442, -1.38747, 2.61960], [-6.40509, -2.23402, 3.16206], [-5.70689, -1.20354, 1.51242], [-5.95541, -0.38522, 0.53160], [-7.00709, 0.41209, 0.37127], [-7.14554, 1.43120, -0.45020], [-6.22784, 1.39267, -1.33676], [-5.14693, 0.59753, -1.59986], [-5.10339, -0.33840, -0.55801], [-3.87889, -1.40394, -0.45978], [-2.72065, -0.51426, -0.09422], [-1.80888, -0.36931, -1.13374], [-1.76027, -1.01496, -2.29718], [-0.45720, 0.34432, -0.43747], [0.52790, -0.81373, -0.14460], [0.69478, -1.49098, -0.72949], [0.16155, -1.56222, 0.84709], [1.78644, -0.16647, 0.53085], [2.46442, 0.81118, -0.67369], [3.48768, 0.53051, -1.14671], [3.87840, 1.20105, -2.24603], [4.16563, -0.62943, -0.68103], [5.40735, -0.71065, -0.00784], [5.81868, -2.11648, 0.21009], [5.11993, -2.87021, -0.90558], [3.89833, -2.24586, -1.47842], [5.26545, -4.28306, -0.77321], [6.79663, -2.28128, 0.55921], [5.94887, 0.19368, 0.71122], [6.69563, 0.08603, 1.87993], [7.15059, 1.46476, 2.10620], [6.76373, 2.21841, 0.98860], [6.14099, 1.56736, 0.19790], [5.68206, 1.70416, -0.78723], [6.99787, 3.22195, 1.07025], [7.72008, 1.79839, 3.08878], [6.72507, -0.79935, 2.16712], [1.46041, 1.76678, -0.79058], [0.13700, 1.17856, -1.53907], [0.22937, 0.64620, -2.34020], [-0.45425, 1.85208, -1.68319], [1.12840, 2.50169, 0.01825], [1.86575, 2.25252, -1.82558], [1.55631, 0.39562, 1.33417], [2.45825, -0.79081, 0.68755], [-0.61184, 0.81171, 0.36944], [-2.50486, -0.43354, 0.85604], [-3.64777, -1.93126, -1.40877], [-4.09382, -2.06018, 0.16637], [-4.50673, 0.62323, -2.20475], [-6.15945, 2.29377, -2.34874], [-7.86588, 2.28729, -0.56154], [-7.59968, 0.67338, 1.19456], [-7.77395, -1.67505, 2.20357], [-6.78687, -0.54650, 3.25935]],
  "forces_ev_per_angstrom": [[2.19, -1.00, -2.27], [0.08, -0.13, 0.05], [-1.71, -1.99, 3.89], [0.48, 0.37, -3.02], [-3.12, 0.56, 5.32], [-2.86, 2.77, -1.21], [4.77, 6.18, -11.38], [-10.06, -2.86, 12.62], [4.02, -3.47, -0.89], [0.56, 7.91, -5.87], [-1.04, -2.46, -4.93], [2.75, -2.65, 0.28], [-0.84, 3.88, 5.60], [-0.58, -6.96, -9.22], [-2.13, 6.21, 11.59], [2.02, -6.78, -7.51], [0.38, 2.18, -2.44], [-4.20, 3.49, -7.24], [-14.03, -0.25, 12.35], [10.46, 1.03, -10.96], [-0.20, -1.99, 3.36], [3.38, -3.17, -0.61], [-3.95, -7.03, -1.24], [-2.57, 0.88, -5.66], [9.45, -7.64, 8.75], [-7.04, 5.76, -3.11], [-0.55, 4.75, -0.99], [0.89, -0.80, 0.48], [3.69, 7.35, 1.65], [-0.41, 11.31, -3.69], [0.95, -4.64, 3.53], [5.85, 5.80, 8.35], [-7.63, -8.56, -8.13], [0.25, 0.39, 0.46], [0.32, 1.94, -0.80], [-1.29, -0.66, -2.54], [0.78, -7.38, 3.85], [-0.76, 3.40, -7.95], [6.58, -3.82, 9.30], [1.43, -3.17, -4.79], [-6.37, 8.26, -1.87], [1.22, -1.36, -0.80], [-0.59, 0.57, 2.81], [-0.72, 2.21, 2.48], [5.83, -5.70, 1.84], [-1.81, 3.77, 6.08], [0.75, 0.54, 1.15], [-0.13, 0.82, 0.40], [-1.51, -5.54, 6.04], [8.94, 0.78, -9.29], [-0.88, -2.09, 3.19], [0.36, -1.49, 1.00], [-1.36, -1.07, 1.86], [0.26, 0.49, -0.18], [-0.29, 1.06, 0.35]],
  "lowdin_charge": [0.0530, 0.0798, -0.0523, -0.3393, -0.0737, -0.1345, -0.1619, 0.0172, -0.0520, -0.0279, 0.0935, -0.2632, -0.0274, -0.1901, -0.0576, -0.0009, 0.1996, 0.0358, 0.0162, -0.5741, -0.0683, -0.2805, -0.3040, -0.0456, -0.6188, 1.0754, 0.2015, 0.0702, -0.0425, 0.0241, -0.0331, -0.1781, -0.0466, 0.1321, 0.1009, 0.1299, 0.0191, -0.0852, -0.0657, 0.0756, 0.0291, 0.1608, 0.1721, 0.0908, 0.0080, 0.0575, 0.1220, 0.1320, 0.0185, 0.0034, 0.1811, 0.1488, 0.1078, 0.0963, 0.0713]
}



Record 2
{
  "formula": "C6H6F3N",
  "method": "ωB97M-V/def2-TZVPD",
  "gap_ev": 7.75,
  "total_energy_ha": -586.46392,
  "largest_force_ha_per_bohr": 0.0875,
  "homo_ev": -7.63,
  "symbols": ["C", "C", "C", "C", "C", "C", "N", "F", "F", "F", "H", "H", "H", "H", "H", "H"],
  "coordinates": [[1.74854, -1.64392, -0.01760], [0.32693, -1.95984, 0.00092], [2.12052, -0.33276, -0.05803], [-0.81628, 0.13719, -0.50550], [-1.59693, 1.32427, -0.03467], [3.56259, 0.15932, 0.01952], [-0.44649, -0.91937, -0.14229], [3.98099, 0.55431, -1.22838], [3.76610, 1.30958, 0.74629], [4.38523, -0.77779, 0.41609], [2.39370, -2.42400, -0.02554], [-0.01316, -2.86412, 0.30741], [1.32948, 0.49350, 0.09109], [-2.39593, 1.18674, -0.66337], [-0.94513, 2.09933, -0.41508], [-1.66253, 1.40032, 1.00001]],
  "forces_ev_per_angstrom": [[-2.57, 3.69, 0.12], [2.16, 2.69, -0.40], [-0.14, 1.08, 1.28], [-1.06, 0.18, 0.13], [4.00, -0.89, -1.39], [-1.36, 1.19, -1.74], [-0.08, -1.32, 0.19], [0.03, -0.34, 0.05], [-0.53, -1.22, 0.23], [0.82, -0.54, 0.65], [2.11, -2.14, 0.09], [-1.30, -2.48, 0.34], [1.75, -1.41, -0.41], [-2.66, 0.62, -0.80], [-0.43, 0.90, -0.08], [-0.75, -0.01, 1.76]],
  "lowdin_charge": [-0.0449, -0.1173, 0.0106, -0.0494, -0.0207, -0.6083, 0.0321, 0.0793, 0.0911, 0.1590, 0.0773, 0.0700, 0.1187, 0.0535, 0.0853, 0.0636]
}



Record 3
{
  "formula": "C2H7NS",
  "method": "ωB97M-V/def2-TZVPD",
  "gap_ev": 10.42,
  "total_energy_ha": -533.28128,
  "largest_force_ha_per_bohr": 0.0348,
  "smiles": "C=NC.S",
  "homo_ev": -9.49,
  "symbols": ["C", "N", "C", "H", "H", "H", "H", "H", "S", "H", "H"],
  "coordinates": [[1.17075, -1.14125, -2.32324], [0.66188, -0.33741, -1.48983], [1.39917, 0.90544, -1.21437], [1.80405, -0.80201, -3.14829], [0.81584, -2.16382, -2.16200], [0.80071, 1.56792, -0.58167], [1.64955, 1.44083, -2.13658], [2.28930, 0.64964, -0.64839], [-1.58557, 0.14248, 2.34814], [-0.70137, 1.15114, 2.60822], [-1.43434, 0.12501, 1.04410]],
  "forces_ev_per_angstrom": [[-1.35, 0.30, 0.43], [1.22, -0.08, 1.30], [-1.03, 0.29, -0.65], [0.58, -0.43, 0.25], [0.13, 0.02, -1.08], [0.00, -0.12, -0.19], [0.26, 0.05, 0.06], [0.15, -0.01, -0.08], [0.13, 0.33, 1.11], [-0.42, -0.52, -0.41], [0.33, 0.17, -0.74]],
  "lowdin_charge": [-0.0863, -0.1009, -0.1449, 0.0744, 0.0678, 0.0590, 0.0711, 0.0738, 0.4615, -0.2070, -0.2685]
}



Record 4
{
  "formula": "C2H6O2Si",
  "method": "ωB97M-V/def2-TZVPD",
  "gap_ev": 8.13,
  "total_energy_ha": -519.71149,
  "largest_force_ha_per_bohr": 0.0468,
  "homo_ev": -8.42,
  "symbols": ["C", "C", "O", "O", "Si", "H", "H", "H", "H", "H", "H"],
  "coordinates": [[-0.89581, -1.02007, 1.89004], [1.09113, 1.33316, -1.00543], [-0.08498, -1.89404, 1.54032], [-0.85312, -0.77922, -1.20418], [-0.46558, 0.40932, -0.14735], [-1.96480, -1.17443, 1.73567], [-0.71778, -0.34500, 2.75959], [1.59298, 0.54510, -1.69029], [0.53963, 1.91725, -1.73298], [1.79585, 2.05999, -0.52688], [-0.03750, -1.05206, -1.61851]],
  "forces_ev_per_angstrom": [[0.63, -1.92, 1.30], [0.09, -1.78, -0.60], [-0.62, 1.49, 0.19], [0.29, 0.18, 0.02], [0.43, 1.64, 0.49], [-0.31, 0.23, -0.66], [0.43, 0.15, -0.69], [-0.18, 1.29, 1.21], [-0.41, 0.40, -0.33], [-0.58, -1.10, -0.09], [0.23, -0.58, -0.83]],
  "lowdin_charge": [-0.3548, -0.2736, -0.1121, -0.2499, 0.7911, 0.0597, 0.0722, 0.0328, -0.0162, 0.0219, 0.0289]
}